Version a
20
Properties=species:S:1:pos:R:3:lowdin_charge:R:1 method="wB97M-V/def2-TZVPD" total_charge=+1 lumo_energy_ev="-4.331 / -4.331" orbital_gap_ev="6.50 / 6.50" e_homo_ev="-10.83 / -10.83"
S -0.36 1.45 -1.76 1.0106
O -1.28 -0.71 0.84 -0.0570
O -0.37 2.68 0.59 0.0509
N 0.69 -2.12 0.48 0.2135
N -1.12 1.24 2.04 0.1882
C -0.50 1.51 -0.08 -0.5358
C -0.84 2.54 1.82 -0.0495
C -0.19 -0.36 -1.96 -0.4259
C 1.35 -1.15 -0.04 -0.0651
C 1.16 -0.84 -1.48 -0.2116
C -1.01 0.51 0.86 -0.4570
H -1.12 -0.53 -1.43 0.0610
H 2.28 -0.83 0.49 0.1708
H -1.56 0.80 2.89 0.2160
H 1.28 -1.89 -1.93 0.1643
H -0.76 3.44 2.42 0.1660
H -0.32 -0.50 -3.09 0.1257
H 0.82 -2.59 1.33 0.1413
H -0.08 -2.46 -0.10 0.1613
H 1.95 -0.19 -1.89 0.1323



Version b
20
Properties=species:S:1:pos:R:3:lowdin_charge:R:1 method="wB97M-V/def2-TZVPD" total_charge=+1 lumo_energy_ev="-6.772 / -6.860" orbital_gap_ev="6.98 / 6.77" e_homo_ev="-13.76 / -13.63"
S 2.21 0.88 0.06 0.7186
O 1.63 1.71 -0.96 -0.2430
O 2.77 1.46 1.25 -0.2236
N 2.01 -1.59 0.52 0.1253
N -0.35 -0.62 0.30 0.2020
C 3.53 -0.14 -0.61 -0.1156
C -2.42 0.71 1.03 -0.0517
C -2.50 0.44 -0.40 -0.0993
C 1.22 -0.54 0.30 -0.1598
C 3.23 -1.37 0.13 -0.0599
C -1.12 0.53 0.22 -0.2899
H -2.88 1.32 -0.98 0.1312
H 3.28 -0.31 -1.60 0.1098
H -2.38 1.62 1.42 0.0767
H -2.64 -0.19 1.56 0.1156
H 4.56 0.09 -0.22 0.1668
H -0.76 1.52 -0.07 0.1505
H -2.99 -0.55 -0.77 0.1584
H 3.88 -2.08 0.47 0.1236
H -0.74 -1.54 0.48 0.1642



Short version: version b is the least stable of them.



Version a
8
Properties=species:S:1:pos:R:3:lowdin_charge:R:1 method="wB97M-V/def2-TZVPD" lumo_energy_ev=-2.164 orbital_gap_ev=6.98 e_homo_ev=-9.14
Cl -2.66 -0.24 0.45 0.7732
O 1.32 -0.12 1.37 -0.0091
O 0.26 -0.91 -0.42 -0.0419
C 1.14 -0.89 0.45 -0.5948
C -1.64 0.38 -0.67 -0.3429
H -1.66 0.10 -1.69 0.0438
H 1.88 -1.63 0.32 0.1115
H -1.08 1.30 -0.53 0.0602



Version b
8
Properties=species:S:1:pos:R:3:lowdin_charge:R:1 method="wB97M-V/def2-TZVPD" lumo_energy_ev=0.512 orbital_gap_ev=9.49 e_homo_ev=-8.98
Cl 1.76 0.60 0.19 0.7832
O 0.77 -2.01 -0.08 -0.0479
O -0.21 -1.09 0.44 -0.1012
C -0.98 1.05 0.06 0.0616
C 0.14 0.15 0.19 -0.8567
H 1.24 -1.41 -0.78 0.0929
H -1.88 0.62 -0.23 0.0292
H -0.85 2.09 0.21 0.0388



Short version: version b is the least stable of them.



Version a
8
Properties=species:S:1:pos:R:3:lowdin_charge:R:1 method="wB97M-V/def2-TZVPD" lumo_energy_ev="0.083 / 0.111" orbital_gap_ev="8.54 / 8.20" e_homo_ev="-8.46 / -8.09"
Cl 2.00 0.93 0.16 0.6256
O 1.17 -1.65 -0.02 -0.0122
O -0.44 -0.16 -0.29 -0.1028
C 0.85 -0.34 -0.35 -0.7412
C -1.32 0.87 -0.29 0.0227
H 0.98 -2.08 0.80 0.0944
H -2.31 0.60 -0.15 0.0346
H -0.92 1.82 0.15 0.0789



Version b
8
Properties=species:S:1:pos:R:3:lowdin_charge:R:1 method="wB97M-V/def2-TZVPD" lumo_energy_ev=0.489 orbital_gap_ev=10.79 e_homo_ev=-10.31
Cl 0.37 -0.81 2.11 0.5095
O 1.21 -0.51 -0.87 -0.0243
O -1.74 -1.34 0.62 0.0242
C 1.11 0.55 -1.43 -0.1203
C -1.29 -0.52 1.34 -0.6145
H -1.69 0.48 1.73 0.1086
H 0.43 0.73 -2.25 0.0747
H 1.60 1.42 -1.25 0.0421



Short version: version a is the least stable of them.



Version a
50
Properties=species:S:1:pos:R:3:lowdin_charge:R:1 method="wB97M-V/def2-TZVPD" lumo_energy_ev=0.624 orbital_gap_ev=9.30 e_homo_ev=-8.67
O -4.20 0.88 -1.45 0.0495
O 2.53 -1.74 -0.27 0.0738
O -4.09 -2.89 -0.41 -0.1832
N 2.33 0.49 -0.06 0.1075
N -1.63 1.90 0.17 -0.1537
N -4.39 0.28 0.72 0.0632
C -3.05 -2.26 -1.12 -0.0959
C 0.28 0.84 1.25 -0.1148
C 0.88 0.51 -0.12 -0.3177
C -3.95 1.08 -0.28 -0.4877
C -5.23 -0.88 0.50 -0.1372
C 5.24 -1.83 -0.16 -0.0521
C -1.25 0.89 1.14 -0.1963
C 4.93 0.16 1.31 -0.0411
C -4.50 -2.22 0.76 -0.2120
C -3.04 2.23 0.18 -0.1054
C -1.13 1.56 -1.16 -0.1805
C 5.04 0.44 -1.19 -0.0414
C 0.39 1.54 -1.14 -0.1185
C 3.05 -0.65 -0.13 -0.4553
C 4.57 -0.46 -0.04 -0.5280
H -5.18 -2.92 1.25 0.1203
H -2.79 -2.93 -1.93 0.0932
H 0.58 -0.49 -0.43 0.1491
H -3.36 -1.30 -1.54 0.0678
H 6.01 0.22 1.42 0.0864
H -1.67 1.16 2.11 0.1218
H 4.74 0.03 -2.14 0.0922
H -6.10 -0.81 1.15 0.1196
H 4.52 1.16 1.42 0.0739
H 4.98 -2.29 -1.11 0.0873
H 4.54 -0.46 2.12 0.0916
H 4.64 1.45 -1.10 0.0742
H -5.56 -0.85 -0.54 0.1295
H -2.17 -2.11 -0.48 0.0827
H 0.64 1.82 1.58 0.1208
H -3.63 -2.04 1.42 0.1195
H -1.50 0.59 -1.50 0.1225
H -3.19 3.06 -0.50 0.1293
H 6.32 -1.73 -0.10 0.0841
H -1.48 2.33 -1.85 0.1286
H -1.61 -0.12 0.86 0.1104
H 4.89 -2.49 0.63 0.0868
H 6.13 0.51 -1.18 0.0863
H -3.31 2.55 1.19 0.1210
H 0.57 0.09 1.98 0.1211
H 2.79 1.37 0.09 0.1313
H 0.76 2.53 -0.85 0.1201
H 0.77 1.30 -2.13 0.1211
H -4.12 0.48 1.67 0.1345



Version b
50
Properties=species:S:1:pos:R:3:lowdin_charge:R:1 method="wB97M-V/def2-TZVPD" lumo_energy_ev=0.681 orbital_gap_ev=10.05 e_homo_ev=-9.37
O 3.99 -2.99 0.44 0.0012
O -0.83 1.95 -0.06 0.0740
O -0.67 -1.52 0.71 0.0571
N -2.85 1.02 0.26 0.0273
N -0.10 -0.63 -1.27 0.1334
N 1.97 -2.24 1.25 0.0978
C -1.37 0.06 -1.43 -0.1976
C 2.24 2.12 1.95 -0.0937
C -0.61 1.82 -3.27 -0.0443
C -3.00 0.85 -3.14 -0.2310
C -1.65 1.10 -0.37 -0.4555
C 3.10 -2.94 1.33 -0.5048
C -3.82 -0.42 -3.41 -0.0973
C 3.37 -3.76 2.62 -0.0001
C 1.71 -1.28 0.19 -0.1907
C -1.48 0.60 -2.89 -0.2899
C 2.02 0.00 3.19 -0.0674
C 0.20 -1.17 -0.12 -0.4217
C 2.31 0.08 0.62 -0.1112
C 1.70 0.72 1.86 -0.4224
C -3.30 1.83 1.38 -0.0625
H 1.78 0.61 4.06 0.0731
H 0.67 -0.27 -1.86 0.1544
H 2.13 2.65 1.00 0.0812
H 3.06 -0.31 3.27 0.0769
H 0.41 1.56 -3.08 0.0648
H -2.44 2.17 1.96 0.0875
H -3.69 -1.17 -2.59 0.0793
H -3.12 1.42 -4.04 0.0993
H -4.88 -0.19 -3.54 0.0701
H -3.45 -0.81 -4.38 0.0810
H 1.67 2.67 2.69 0.0768
H -4.01 1.28 2.05 0.1024
H 3.37 -0.04 0.81 0.1328
H -3.82 2.70 1.01 0.0745
H -2.04 -0.74 -1.31 0.1161
H -1.19 -0.17 -3.60 0.1370
H -0.86 2.68 -2.65 0.0780
H 1.26 -2.37 1.94 0.1206
H 3.30 2.15 2.23 0.0882
H 4.45 -3.90 2.75 0.0849
H 2.14 0.77 -0.21 0.1114
H 1.38 -0.91 3.28 0.0694
H -3.39 0.22 -0.01 0.1343
H 2.18 -1.55 -0.74 0.1419
H 0.58 0.79 1.79 0.1326
H -3.46 1.44 -2.38 0.0959
H 2.88 -4.71 2.51 0.0678
H 2.91 -3.25 3.52 0.0823
H -0.75 2.08 -4.32 0.0845



Short version: version a is the least stable of them.



Version a
19
Properties=species:S:1:pos:R:3:lowdin_charge:R:1 method="wB97M-V/def2-TZVPD" total_charge=+1 lumo_energy_ev=-4.121 orbital_gap_ev=9.12 e_homo_ev=-13.25
O -1.08 -3.15 2.97 0.1336
N -0.33 0.38 -0.11 -0.0576
C 1.39 1.86 -0.46 -0.0972
C 1.47 0.82 -1.59 -0.1017
C 0.32 -0.17 -1.28 -0.0885
C -1.55 -0.24 0.39 -0.1218
C -1.26 -2.29 2.05 -0.1494
C -1.27 -1.37 1.27 0.0103
C 0.27 1.40 0.37 0.0499
H 1.15 2.87 -0.83 0.1429
H 2.31 1.97 0.12 0.1383
H -0.40 -0.25 -2.10 0.1430
H -0.08 1.90 1.26 0.1699
H 2.43 0.31 -1.59 0.1221
H 0.68 -1.18 -1.05 0.1459
H -2.12 -0.59 -0.47 0.1451
H -2.13 0.51 0.93 0.1445
H 1.34 1.28 -2.56 0.1224
H -1.12 -4.07 2.68 0.1485



Version b
19
Properties=species:S:1:pos:R:3:lowdin_charge:R:1 method="wB97M-V/def2-TZVPD" total_charge=+1 lumo_energy_ev=-5.318 orbital_gap_ev=8.75 e_homo_ev=-14.07
O 0.55 -1.87 -0.13 0.1580
N 0.56 0.68 0.02 -0.1354
C -2.49 -1.56 -0.46 -0.0242
C -0.36 -0.23 -0.35 -0.0354
C 2.55 -0.62 0.10 -0.0202
C 1.69 -1.63 0.08 -0.0622
C -1.64 -0.34 -0.65 -0.0143
C 1.87 0.53 -0.66 -0.0971
C 0.63 1.19 1.34 -0.0154
H 1.63 1.01 1.69 0.0797
H -1.94 0.54 -1.24 0.1576
H -1.95 -2.30 -0.02 0.0427
H -0.16 0.76 2.04 0.1444
H 0.61 2.33 1.18 0.1416
H -3.32 -1.27 0.11 0.0724
H 3.56 -0.30 0.54 0.1615
H -2.93 -1.87 -1.47 0.1350
H 1.68 0.40 -1.74 0.1508
H 2.55 1.41 -0.46 0.1605



Short version: version b is the least stable of them.



Version a
17
Properties=species:S:1:pos:R:3:lowdin_charge:R:1 method="wB97M-V/def2-TZVPD" lumo_energy_ev="-2.158 / -2.157" orbital_gap_ev="6.12 / 6.11" e_homo_ev="-8.28 / -8.27"
S 1.23 -0.18 -1.89 1.0477
O 1.32 -0.37 1.91 -0.2492
N -0.23 1.50 -0.73 0.0384
C 0.50 2.24 -1.56 -0.2212
C 1.31 1.50 -2.42 -0.3170
C -0.18 -2.01 0.28 -0.1370
C 0.02 -3.18 0.42 0.1723
C -0.53 -0.65 0.24 -0.2416
C -0.10 0.23 -0.73 -0.5349
C -1.54 -0.11 1.21 -0.0432
H -2.48 0.22 0.89 0.0646
H 0.78 0.16 2.49 -0.0745
H 2.20 1.71 -3.04 0.0747
H 0.20 -4.26 0.60 0.0780
H 0.38 3.32 -1.45 0.1188
H -1.11 0.77 1.72 0.0866
H -1.77 -0.91 2.05 0.1374



Version b
17
Properties=species:S:1:pos:R:3:lowdin_charge:R:1 method="wB97M-V/def2-TZVPD" lumo_energy_ev=-0.041 orbital_gap_ev=9.36 e_homo_ev=-9.40
S -2.13 -0.98 -0.81 1.0505
O 1.89 1.71 -1.66 0.0398
N 0.98 -0.73 2.54 0.0161
C 1.22 1.12 -0.76 -0.2492
C -0.24 -0.21 0.56 -0.3337
C 1.85 0.79 0.64 -0.0760
C -1.02 -0.07 -1.64 -0.3347
C -0.08 0.37 -0.71 -0.2148
C 0.67 0.35 1.51 -0.3774
C -1.30 -1.09 0.59 -0.3837
H -1.02 0.22 -2.69 0.0986
H 0.08 1.22 2.04 0.1888
H -1.74 -1.59 1.48 0.1072
H 2.43 1.64 1.09 0.1314
H 1.96 -0.31 2.82 0.1040
H 1.17 -1.62 1.97 0.0976
H 2.67 0.03 0.65 0.1356



Version c
17
Properties=species:S:1:pos:R:3:lowdin_charge:R:1 method="wB97M-V/def2-TZVPD" lumo_energy_ev="-3.544 / -3.441" orbital_gap_ev="4.16 / 4.53" e_homo_ev="-7.71 / -7.97"
S -2.52 1.08 -0.25 0.8931
O -0.53 -0.54 -0.45 -0.0501
N 1.69 -1.24 -0.28 0.0996
C -3.38 -0.19 0.47 -0.6294
C -4.39 -0.79 -0.20 0.0247
C 0.69 -0.32 -0.24 -0.5000
C 3.46 0.33 0.14 -0.0920
C 2.95 -0.99 -0.05 -0.1777
C 2.49 1.35 -0.01 -0.1056
C 1.13 1.04 -0.16 -0.0361
H 4.60 0.56 0.43 0.1341
H -4.59 -0.61 -1.18 0.0324
H 3.58 -1.86 -0.01 0.0901
H -3.30 -0.55 1.52 0.0870
H -4.91 -1.51 0.32 0.0480
H 0.37 1.78 -0.05 0.0632
H 2.67 2.47 0.02 0.1189



Short version: version a is the least stable of them.